Entry 1:
DFT (the ωB97M-V functional and the def2-TZVPD basis) results for C29H80Ag2N7O8 as an isolated structure at a distorted geometry.

Each line ends with the Mulliken charge.
Positions of all 126 atoms, in Å:
Ag -2.168 -4.225 1.114  0.728
Ag -0.534 -1.311 4.492  0.817
O -1.073 -0.661 0.731  -0.729
O 5.782 -3.307 3.757  -0.284
O 1.693 7.603 3.266  -0.284
O -2.531 0.291 -8.168  -0.336
O -3.183 4.318 4.003  -0.374
O 7.065 -0.336 -1.364  -0.228
O -8.479 -3.170 3.289  -0.353
O 0.131 -5.654 -1.000  -0.276
N -5.908 -2.043 2.127  -0.630
N 6.554 1.586 -4.469  -0.781
N 1.335 6.387 -0.175  -0.776
N -1.028 2.088 5.994  -0.531
N -2.487 -1.033 -10.403  -0.802
N -1.794 -4.291 -2.448  -0.471
N 3.338 -1.848 3.702  -0.663
C 1.816 7.801 1.888  -0.862
C 1.269 -5.074 -0.495  -0.735
C 4.565 -1.349 4.346  0.368
C 7.358 -0.071 -2.740  -0.775
C 0.633 8.421 3.823  -0.729
C -0.916 4.531 6.401  -1.403
C 7.810 -1.375 -0.851  -0.712
C 5.001 0.885 -2.796  -1.529
C -2.709 0.773 -6.852  -0.777
C -2.977 -1.873 -9.342  0.438
C 3.100 5.701 1.597  -1.301
C 6.149 -4.736 3.973  -0.799
C -2.520 -3.264 -9.577  -1.405
C -1.425 -5.498 -4.458  -1.338
C -0.807 0.184 -0.352  -0.539
C -2.305 -1.133 -8.131  -0.788
C 0.113 -5.718 -2.432  -1.037
C 4.120 -0.506 5.554  -1.386
C 6.461 1.179 -3.092  0.513
C -9.460 -4.195 3.069  -0.726
C -7.084 -0.136 1.098  -1.451
C -8.389 -2.097 2.278  -0.867
C -3.321 4.840 2.698  -0.557
C -2.038 3.498 4.247  -0.447
C -7.114 -1.234 2.205  0.469
C -1.290 -5.527 -2.958  0.268
C 1.812 6.440 1.188  0.910
C 5.375 -2.548 4.918  -0.783
C -1.721 3.340 5.772  0.184
H -0.087 2.352 6.249  0.254
H 3.055 5.550 2.676  0.344
H -9.360 -1.629 2.113  0.444
H -0.763 -6.086 -5.094  0.360
H 0.774 8.627 4.884  0.284
H 0.217 0.556 -0.313  0.217
H 6.543 -5.208 3.073  0.265
H 7.529 -1.424 0.201  0.186
H 6.908 1.941 -2.455  0.283
H -2.777 -4.362 -2.669  0.269
H 0.033 4.402 5.878  0.406
H -7.641 -0.517 0.243  0.388
H 4.221 1.439 -3.318  0.438
H -0.212 7.736 3.755  0.204
H -3.077 4.025 2.016  0.288
H 3.080 4.733 1.096  0.339
H 3.358 -0.944 6.200  0.298
H -10.418 -3.790 3.394  0.309
H -2.693 5.710 2.509  0.171
H -6.094 0.134 0.730  0.373
H -5.082 -1.511 2.359  0.250
H -3.718 0.447 -6.598  0.320
H 0.827 5.517 -0.248  0.271
H -4.335 5.228 2.605  0.235
H 1.204 -4.013 -0.735  0.329
H -9.314 -4.992 3.798  0.248
H -2.426 -5.870 -4.676  0.374
H 0.244 9.370 3.453  0.352
H 2.752 8.282 1.600  0.365
H -2.227 2.587 3.679  0.383
H -4.060 -1.756 -9.387  0.335
H 3.291 -1.418 2.789  0.282
H 7.073 -0.974 -3.281  0.344
H -1.478 -3.545 -9.426  0.303
H -9.433 -4.670 2.088  0.307
H 6.916 -4.929 4.722  0.310
H -8.306 -2.618 1.324  0.304
H -2.910 -3.617 -10.532  0.363
H 4.735 -0.151 -3.008  0.356
H 0.433 -6.723 -2.708  0.344
H -1.154 3.854 3.718  0.137
H -2.789 -1.599 -7.273  0.467
H -7.090 -0.755 3.184  0.314
H 4.897 -0.067 6.180  0.394
H 6.256 -2.121 5.397  0.391
H -1.287 -1.469 -7.936  0.355
H 3.712 0.404 5.114  0.330
H 2.072 -5.671 -0.928  0.359
H -1.173 -3.596 -2.836  0.249
H -1.451 -4.461 -4.790  0.332
H 4.869 -3.158 5.667  0.402
H -2.688 3.274 6.271  0.293
H -2.736 1.856 -6.726  0.265
H 5.234 -5.315 4.101  0.318
H 5.784 1.075 -4.877  0.303
H 1.205 -5.182 0.588  0.194
H 3.612 -2.757 3.359  0.256
H -1.392 5.511 6.388  0.334
H -0.736 4.374 7.464  0.380
H -5.788 -2.253 1.146  0.252
H 1.198 8.587 1.454  0.398
H -7.765 0.680 1.338  0.376
H 4.020 6.269 1.460  0.314
H -1.405 1.095 -0.314  0.188
H -0.933 -0.198 -1.365  0.162
H 0.558 7.016 -0.318  0.277
H -2.050 0.347 -6.095  0.298
H 8.413 0.173 -2.867  0.378
H -1.331 1.644 6.849  0.291
H 5.150 -0.760 3.640  0.336
H 7.422 -2.319 -1.231  0.304
H -1.840 -6.382 -2.565  0.380
H 0.865 -5.053 -2.857  0.472
H 8.881 -1.188 -0.930  0.287
H -1.509 -0.846 -10.232  0.303
H 6.098 2.487 -4.442  0.290
H 4.923 0.919 -1.710  0.343
H 0.948 5.995 1.680  -0.107
H -3.008 -3.797 -8.761  0.350
H -2.989 -0.158 -10.361  0.310

## Properties
Frontier orbital gap ... 3.69 eV
HOMO ... -9.36 eV
Net charge ... +1
Relative energy (zero: lowest compared OMol25 entry of this formula, charge and spin) ... 765.0 kJ/mol
F_max ... 0.0754 Eh/bohr

---

Entry 2:
DFT (the ωB97M-V functional and the def2-TZVPD basis) results for C29H80AgN7O8 as an isolated structure at a distorted geometry.

Each line ends with the Löwdin spin population.
Positions of all 125 atoms, in Å:
Ag -2.681 -4.390 23.175  0.010
O -0.437 -3.203 19.204  0.000
O -4.298 3.063 26.617  0.000
O -5.987 -0.158 18.960  0.000
O -4.087 3.138 20.858  0.000
O -4.280 -3.901 28.117  0.000
O -2.785 -2.029 23.217  0.797
O -7.384 -1.414 23.577  0.000
O 0.750 0.518 26.914  0.000
N -1.766 -0.829 20.130  0.007
N -1.042 2.187 28.282  0.000
N -3.604 -4.247 25.343  0.007
N -3.710 6.593 22.301  0.000
N 4.137 0.828 25.503  0.000
N -8.513 0.858 17.535  0.000
N -8.710 -1.668 27.045  0.000
C -6.360 -1.735 26.301  0.000
C 0.031 -2.821 17.918  0.000
C -3.236 -4.753 27.745  0.000
C 1.971 1.066 26.548  0.000
C 0.141 -2.411 20.245  0.000
C -3.055 -0.752 23.736  0.094
C 3.365 -1.130 26.582  0.000
C -7.697 3.072 17.729  0.000
C -4.569 4.389 21.415  0.000
C -8.314 -1.715 24.608  0.000
C -5.301 2.418 25.877  0.000
C -5.823 -0.836 20.198  0.000
C 2.929 0.086 25.772  0.000
C -4.151 2.086 21.785  0.002
C -0.043 0.086 25.809  0.000
C -7.437 -0.015 23.280  0.000
C -3.361 5.199 21.927  0.000
C -1.234 3.899 26.558  0.000
C 0.062 -0.171 21.405  0.000
C -6.597 1.169 19.085  0.000
C -2.575 4.751 23.132  0.000
C -7.771 -1.213 25.990  0.000
C -2.578 -4.308 26.446  0.000
C -7.297 1.652 17.760  0.000
C -3.219 2.221 27.062  0.000
C -1.998 3.055 27.612  0.000
C -1.947 -2.964 26.579  0.001
C -5.009 -4.301 29.320  0.000
C -0.357 -0.933 20.162  0.001
H 4.075 -1.749 26.035  0.000
H -4.961 2.390 24.842  0.000
H -3.516 -5.795 27.586  0.000
H -1.294 -2.609 25.781  0.000
H -5.343 1.382 26.213  0.000
H -5.366 -1.813 20.042  0.000
H -5.619 -1.442 25.558  0.000
H 1.106 -2.685 17.802  0.000
H -6.320 -2.817 26.430  0.000
H -0.045 -2.967 21.163  0.000
H -0.429 4.450 27.045  0.000
H -5.162 1.682 21.735  0.000
H -0.352 -3.596 17.254  0.000
H -1.012 -0.300 26.126  0.000
H -0.276 0.862 21.329  0.000
H 0.509 -0.655 25.230  0.000
H -5.734 1.740 19.429  0.000
H -4.980 5.027 20.633  0.000
H -4.406 -4.792 30.083  0.000
H -3.637 1.562 27.823  0.000
H -6.011 -1.278 27.226  0.000
H -7.698 -0.125 26.005  0.000
H -1.505 1.489 28.848  0.000
H -6.890 0.274 22.382  0.000
H -6.303 2.844 25.938  0.000
H -1.861 -5.079 26.161  0.000
H -1.838 4.697 26.127  0.000
H 3.900 1.645 24.957  0.000
H -3.394 -0.786 24.771  0.039
H -0.164 0.867 25.059  0.000
H -2.239 -0.033 23.656  -0.002
H -9.257 -1.223 24.369  0.000
H -5.848 -4.993 29.247  0.000
H -2.934 7.128 22.664  0.000
H -3.919 -0.259 23.290  0.038
H -7.174 0.613 24.131  0.000
H -0.403 1.750 27.633  0.000
H 1.149 -0.111 21.367  0.000
H -8.474 -2.793 24.581  0.000
H -1.314 -2.948 27.466  0.000
H -9.609 -1.232 26.898  0.000
H -2.677 -2.197 26.838  0.000
H -8.284 -1.322 27.893  0.000
H -9.123 1.066 18.313  0.000
H -8.186 3.344 16.794  0.000
H -8.208 -0.084 17.732  0.000
H -0.275 -0.489 22.392  0.000
H -2.263 3.748 28.410  0.000
H -1.855 5.528 23.386  0.000
H 2.533 -1.797 26.808  0.000
H -6.791 -1.106 20.620  0.000
H -3.960 7.186 21.522  0.000
H -2.936 1.579 26.228  0.000
H -8.473 0.269 23.095  0.000
H -8.370 3.388 18.526  0.000
H -6.821 3.712 17.832  0.000
H 2.597 1.374 27.385  0.000
H 0.048 -0.402 19.301  0.000
H -0.473 -1.869 17.747  0.000
H 4.747 0.264 24.928  0.000
H -4.032 -3.338 25.447  -0.001
H 1.759 1.982 25.995  0.000
H 2.578 -0.218 24.786  0.000
H 3.885 -0.831 27.492  0.000
H -4.356 -4.837 25.667  0.000
H -5.385 -3.385 29.775  0.000
H -5.240 -0.302 20.949  0.000
H -3.458 1.342 21.394  0.001
H -3.245 4.628 23.983  0.000
H -6.679 1.497 16.875  0.000
H -2.133 -1.499 19.469  0.000
H -1.989 3.835 23.046  0.000
H -2.144 -1.040 21.043  0.001
H -3.815 2.343 22.790  0.000
H -0.764 3.347 25.744  0.000
H -2.713 5.330 21.060  0.000
H -2.495 -4.798 28.543  0.000
H 1.229 -2.415 20.188  0.000
H -5.386 4.271 22.126  0.000
H -7.288 1.219 19.926  0.000

## Properties
Frontier orbital gap (spin up / spin down) ... 6.26 / 4.78 eV
HOMO (spin up / spin down) ... -10.79 / -10.79 eV
Spin multiplicity ... 2
Net charge ... +1
Relative energy (zero: lowest compared OMol25 entry of this formula, charge and spin) ... 0.0 kJ/mol
F_max ... 0.0421 Eh/bohr

---

Entry 3:
DFT (the ωB97M-V functional and the def2-TZVPD basis) results for a 9-piece molecular cluster, C29H82N6O11 overall at a distorted geometry.

Each line ends with the Mulliken charge.
Positions of all 128 atoms, in Å:
O 3.342 0.528 5.557  -0.640
O 3.480 3.188 0.438  -0.340
O 1.484 2.288 -4.849  -0.412
O -3.037 -0.407 -2.521  -0.350
O 0.442 -0.513 -0.381  0.710
O -2.129 -5.541 1.966  -0.343
O 1.869 -2.685 -1.449  -0.348
O 3.575 1.298 2.720  -0.331
O -2.068 2.694 0.746  -0.592
O -0.122 4.532 3.270  -0.401
O 4.946 5.656 -0.682  -0.545
N -5.865 0.234 -1.983  -0.563
N -1.176 -2.664 1.220  0.065
N 2.319 1.211 -7.229  -0.869
N -3.613 -0.545 0.307  0.032
N 1.955 -5.973 0.269  -0.760
N 1.522 2.643 4.626  -0.626
C -2.189 1.279 0.890  1.702
C -1.444 -3.200 2.575  0.852
C 1.572 -4.555 0.043  1.113
C 2.063 -4.102 -1.302  -1.165
C -0.599 3.240 3.554  -1.307
C -5.389 -0.574 -3.157  0.488
C 4.493 0.478 3.404  -0.542
C -3.971 -0.171 -3.567  -0.886
C -1.931 -2.102 3.503  -1.543
C 1.543 0.124 0.286  -0.246
C 1.556 2.762 -3.519  -0.430
C -1.074 5.534 3.382  -0.876
C 5.032 4.322 -1.093  -0.163
C 0.176 0.825 3.709  0.144
C -1.048 -6.076 2.669  -0.496
C 1.279 0.883 -4.943  0.286
C 1.635 -1.047 -6.492  -1.458
C -3.651 0.834 0.736  0.130
C 1.859 -2.372 -2.830  -0.344
C 3.740 -0.301 4.499  -0.209
C -4.441 0.881 2.069  -1.780
C 1.381 0.428 -6.386  0.656
C 4.838 3.280 0.016  -0.524
C 2.025 -3.701 1.226  -0.840
C 0.609 2.278 3.513  2.138
C -2.556 -4.245 2.393  -0.834
C -0.739 3.046 0.427  -0.395
C -6.323 -0.381 -4.333  -1.490
C -1.765 0.130 -2.820  -0.970
H -4.428 1.907 2.436  0.369
H -4.992 0.612 -1.609  -0.016
H -2.889 -1.653 3.239  0.098
H -6.263 1.106 -2.339  0.304
H -0.957 -0.377 -2.287  0.159
H -6.696 0.625 -4.502  0.361
H 5.221 1.091 3.956  0.282
H -0.903 -7.059 2.219  0.300
H 3.220 2.033 3.234  0.266
H 1.593 -1.327 -3.006  -0.468
H 4.310 4.015 -1.862  -0.002
H -0.516 0.530 2.915  -1.130
H 5.439 3.491 0.909  0.310
H 1.598 -4.131 2.139  0.403
H -0.511 4.074 0.697  0.394
H -7.215 -1.013 -4.241  0.380
H -3.169 -0.718 -0.597  0.002
H 2.259 3.592 -3.510  0.343
H -5.935 -0.862 -5.238  0.374
H 2.017 1.044 -8.189  0.284
H 3.103 -3.638 1.363  0.501
H -1.999 -2.524 4.515  0.599
H -1.497 2.974 2.981  0.457
H -1.645 1.170 -2.495  0.254
H 1.811 2.004 -2.774  -0.019
H 2.665 -6.003 0.995  0.326
H 0.836 -1.147 -1.006  -0.240
H -1.855 1.026 1.900  -0.731
H 2.063 0.468 -4.294  0.255
H 3.146 -4.270 -1.383  0.281
H -1.272 -1.243 3.668  0.228
H 1.187 -6.458 0.716  0.294
H -0.693 -1.766 1.267  -0.654
H -0.589 2.918 -0.652  0.312
H -3.846 0.864 -3.899  0.384
H -0.498 -3.589 2.945  0.359
H 2.012 0.781 -0.452  -0.080
H 2.210 -0.701 0.571  0.589
H 1.436 3.661 4.686  0.256
H -0.098 -5.548 2.518  0.000
H 0.412 0.706 -6.829  0.294
H 2.025 2.186 -7.164  0.307
H 0.962 0.068 3.664  -0.376
H 1.933 -1.328 -7.504  0.371
H -0.626 6.521 3.477  0.291
H -1.581 0.002 -3.890  0.490
H -4.155 1.501 0.024  0.184
H -4.489 -1.048 0.296  0.344
H 1.251 0.526 1.256  -0.253
H 0.885 -1.780 -6.192  0.316
H -1.797 5.570 2.552  0.284
H -2.052 -2.335 0.814  0.283
H -3.007 -4.466 3.372  0.428
H 2.817 -0.692 4.056  -0.122
H -0.997 3.265 4.585  0.643
H 1.091 2.438 2.544  -0.606
H 5.216 2.335 -0.392  0.363
H 0.479 -4.567 -0.006  0.004
H -1.193 -6.106 3.755  0.334
H 3.423 2.351 0.920  0.192
H 4.368 5.720 0.085  0.346
H -3.363 -3.899 1.754  0.240
H 2.785 -2.541 -3.387  0.401
H -3.758 -0.839 -4.413  0.379
H -1.595 0.786 0.117  -0.786
H 0.954 2.357 5.428  0.371
H 4.304 -1.178 4.818  0.422
H 5.088 -0.060 2.667  0.445
H -5.459 0.651 1.746  0.531
H 1.601 -4.690 -2.098  0.398
H -0.277 0.654 4.689  0.866
H 0.301 0.607 -4.534  -0.374
H 1.479 -2.754 1.258  -0.450
H 0.581 3.154 -3.206  0.241
H 1.053 -2.938 -3.310  0.451
H -1.747 5.403 4.245  0.338
H -5.341 -1.582 -2.739  0.307
H 2.691 1.170 5.204  0.359
H -4.081 0.159 2.793  0.184
H 0.019 2.397 0.881  -0.176
H 2.496 -1.293 -5.859  0.316
H 6.041 4.178 -1.488  0.342

## Properties
Frontier orbital gap ... 9.29 eV
HOMO ... -8.70 eV
Structure (SMILES) ... COC[C@H](C)N.COC[C@H](C)N.COC[C@H](C)N.COC[C@H](C)N.COC[C@H](C)N.COC[C@H](C)N.OCCO.OCCO.CO
Net charge ... 0
Relative energy (zero: lowest compared OMol25 entry of this formula, charge and spin) ... 107.7 kJ/mol
F_max ... 0.0463 Eh/bohr

---

What is the relative energy (zero: lowest compared OMol25 entry of this formula, charge and spin) in the first record?
765.0 kJ/mol

---

Which formula does entry 2 have?
C29H80AgN7O8

---

The lowest F_max belongs to which entry?
C29H80AgN7O8